1.
Computed, not measured: a cluster of 11 separate species, C24H68F6N6O10P in total, with the ωB97M-V functional and the def2-TZVPD basis.

The geometry in XYZ format:
```
115
Properties=species:S:1:pos:R:3:forces:R:3
P -0.655 0.309 0.069 0.3 1.8 -0.6
F -2.163 -0.071 0.400 -0.9 -0.7 -0.3
F -0.274 -1.215 0.022 0.6 -1.4 -0.2
F -0.826 0.271 -1.583 -0.9 0.2 0.9
F 0.866 0.803 -0.241 0.0 0.1 0.4
F -1.204 1.873 0.142 1.0 -0.3 -0.3
F -0.293 0.317 1.651 -0.1 0.4 0.2
C 0.625 6.919 -5.230 -0.1 2.3 -1.5
O 0.842 7.023 -6.410 0.4 -0.4 -1.6
N 0.341 5.893 -4.537 -1.0 -7.6 1.2
N 0.491 7.920 -4.413 0.2 6.1 2.6
H 0.114 5.073 -5.082 0.3 -0.3 0.5
H 0.270 5.836 -3.531 -0.1 0.1 -0.5
H 0.503 8.880 -4.726 0.3 -0.3 -0.1
H 0.302 7.806 -3.427 0.0 0.0 -0.4
C -5.552 -2.432 -5.917 2.0 0.0 -0.8
O -4.452 -2.360 -6.436 0.6 0.1 -0.2
N -6.621 -2.773 -6.576 -3.4 -1.3 -2.6
N -5.772 -2.186 -4.649 0.6 0.8 2.6
H -7.491 -2.953 -6.095 0.2 0.0 -0.3
H -6.496 -3.167 -7.497 -0.1 0.2 0.2
H -4.893 -1.940 -4.217 -0.6 0.1 0.9
H -6.669 -2.299 -4.199 0.6 0.2 0.1
C 7.162 6.555 -1.924 0.7 1.0 -0.2
O 8.333 6.569 -2.174 2.6 -0.1 -0.3
N 6.359 5.599 -2.145 -2.6 -6.4 -1.7
N 6.509 7.560 -1.435 -0.3 5.2 2.0
H 5.354 5.638 -2.059 0.5 -0.1 0.0
H 6.813 4.740 -2.421 -0.6 -0.1 -0.2
H 5.551 7.602 -1.119 0.5 -0.1 -0.1
H 7.185 8.278 -1.216 -0.8 0.6 0.3
C 4.296 -3.129 -6.201 -0.6 0.6 1.0
C 3.011 -2.304 -5.942 -1.2 -0.6 -2.4
C 2.767 -1.163 -6.960 0.8 1.0 1.5
O 1.906 -3.184 -6.194 0.0 -0.9 0.4
H 4.222 -4.070 -5.656 -0.2 -0.1 -0.1
H 5.149 -2.614 -5.758 0.2 0.1 -0.3
H 4.464 -3.351 -7.255 -0.1 0.2 0.0
H 2.872 -1.931 -4.927 0.7 0.1 0.1
H 2.825 -1.366 -8.029 0.5 -0.4 0.2
H 3.437 -0.381 -6.601 0.4 0.4 -0.8
H 1.800 -0.681 -6.815 -0.3 -0.3 0.3
H 1.130 -2.620 -6.208 -0.2 -0.2 0.0
C 6.717 -7.427 1.610 0.0 0.2 0.9
C 5.390 -7.683 0.949 1.2 1.3 0.3
C 4.935 -6.408 0.250 -1.1 -0.3 -0.4
O 5.579 -8.714 0.023 -0.8 -1.2 -0.4
H 6.581 -6.672 2.385 0.2 0.2 0.0
H 7.420 -7.051 0.867 0.2 0.0 0.1
H 7.096 -8.323 2.101 0.1 0.0 -0.2
H 4.687 -7.993 1.722 -0.3 -0.3 -0.4
H 4.011 -6.689 -0.257 0.0 0.2 -0.3
H 5.656 -6.074 -0.495 0.1 -0.2 -0.1
H 4.679 -5.532 0.846 0.2 -0.3 0.5
H 6.232 -8.465 -0.635 0.1 0.2 0.0
C -7.956 3.686 -0.706 0.0 0.1 1.2
C -7.619 4.659 -1.792 0.9 0.6 -1.6
C -6.582 4.104 -2.818 0.0 0.2 0.5
O -8.782 5.110 -2.503 -0.6 -0.7 0.1
H -8.407 2.741 -1.011 0.0 0.2 -0.3
H -8.554 4.148 0.079 -0.7 0.1 -0.4
H -7.084 3.452 -0.095 0.5 -0.2 -0.5
H -7.257 5.603 -1.385 0.7 -0.3 0.6
H -5.581 3.985 -2.402 -0.1 -0.4 0.5
H -6.351 4.782 -3.641 -0.6 0.3 -0.1
H -6.919 3.158 -3.242 0.0 0.0 0.1
H -8.466 5.750 -3.145 -0.1 0.0 -0.1
C -1.900 8.308 1.494 -0.5 0.1 -0.4
C -0.584 7.937 2.050 1.2 -2.6 2.7
C -0.661 6.926 3.260 -2.2 1.8 1.0
O 0.145 7.151 1.166 1.3 0.3 -2.2
H -1.801 8.937 0.609 0.1 0.3 0.1
H -2.494 8.811 2.257 -0.3 -0.1 -0.2
H -2.334 7.388 1.101 -0.5 0.0 0.4
H 0.001 8.776 2.427 0.2 0.2 -0.5
H -1.210 6.018 3.010 0.3 -0.3 -0.5
H -1.363 7.377 3.963 -0.1 0.1 0.5
H 0.214 6.710 3.873 0.4 0.1 -0.8
H -0.117 6.241 1.326 0.1 -0.1 -0.2
C 4.781 2.058 5.870 0.9 1.2 -1.0
C 4.165 1.933 7.202 -0.5 0.2 2.0
C 4.291 3.134 8.143 1.3 -0.5 -0.9
O 2.774 1.781 7.147 -1.1 -0.7 -1.0
H 5.758 2.525 5.992 0.4 -0.5 -0.1
H 4.279 2.808 5.257 -0.5 0.0 0.0
H 4.856 1.140 5.287 0.0 -0.1 0.2
H 4.552 1.046 7.703 0.5 -0.1 0.1
H 3.728 3.953 7.694 -0.1 0.0 0.4
H 5.345 3.412 8.165 0.1 0.2 0.4
H 3.956 2.820 9.132 -0.2 0.4 -0.1
H 2.631 1.408 6.274 -0.8 -0.2 0.0
C -2.363 -4.362 7.369 -0.9 -0.6 1.4
C -1.460 -3.746 6.394 1.0 -0.7 -0.3
C -0.139 -4.434 6.351 2.2 0.2 0.7
O -2.025 -4.032 5.152 -1.2 0.4 -1.3
H -2.354 -5.449 7.285 -0.4 -0.1 -0.6
H -3.342 -3.921 7.186 -0.2 -0.4 0.4
H -2.064 -4.252 8.412 0.0 0.7 0.0
H -1.384 -2.675 6.579 0.2 0.2 -0.1
H 0.420 -4.385 7.286 -0.1 0.1 0.4
H 0.541 -3.958 5.645 -0.1 0.1 -0.3
H -0.172 -5.492 6.095 -0.5 0.1 -0.1
H -1.481 -3.633 4.469 0.0 0.1 -0.2
C -3.783 -7.454 -1.345 -0.5 1.0 -1.4
C -4.290 -8.058 -0.091 0.8 -1.6 0.3
C -3.108 -8.709 0.573 -0.1 -1.3 0.8
O -4.875 -7.210 0.839 -0.8 0.9 0.2
H -4.634 -7.392 -2.023 0.2 0.3 -0.4
H -3.013 -8.086 -1.788 -0.1 0.0 -0.1
H -3.374 -6.450 -1.233 0.1 0.0 0.2
H -5.040 -8.787 -0.398 -0.2 -0.2 0.4
H -2.693 -9.552 0.021 0.4 0.5 -0.5
H -3.388 -9.217 1.496 -0.2 0.4 0.4
H -2.394 -7.912 0.779 0.4 -0.3 0.0
H -4.156 -6.854 1.367 -0.1 0.3 0.2
```
Positions in Å, forces in eV/Å.

## Properties
2S+1: 1
Orbital gap (eV): 9.799
DFT total energy (eV): -81006.900
HOMO energy (eV): -8.155
Total charge: -1
LUMO level (eV): 1.644

---

2.
Computed, not measured: a cluster of 8 separate species, C24H68N4O8 in total, with the ωB97M-V functional and the def2-TZVPD basis.

The geometry in XYZ format:
```
104
Properties=species:S:1:pos:R:3:forces:R:3
C -5.064 2.623 -6.742 0.8 0.7 -0.3
O -5.247 1.838 -5.615 0.4 0.1 0.9
C -4.055 1.197 -5.139 -2.6 -0.6 0.9
C -4.549 0.167 -4.093 1.7 0.5 0.6
C -3.284 -0.543 -3.536 -0.3 0.5 -2.0
N -5.537 -0.729 -4.608 0.4 -1.5 0.2
H -4.515 2.048 -7.480 0.2 0.0 -0.5
H -4.541 3.590 -6.574 0.1 -0.5 0.2
H -6.015 2.903 -7.143 -0.7 -0.1 -0.2
H -3.634 0.648 -5.940 0.8 -0.5 -1.1
H -3.354 1.859 -4.685 0.5 0.9 0.2
H -4.948 0.707 -3.221 -0.3 0.1 -0.4
H -2.549 0.218 -3.285 0.0 0.0 0.4
H -2.817 -1.101 -4.373 -0.2 -0.2 0.5
H -3.512 -1.174 -2.707 0.0 -0.5 0.5
H -5.146 -1.521 -5.154 -0.4 1.1 0.4
H -6.238 -0.216 -5.101 -0.3 0.0 -0.5
C 3.289 5.353 4.508 2.0 -0.3 -0.4
O 3.425 5.176 3.089 -0.1 1.0 0.8
C 2.865 4.002 2.582 -0.5 -1.5 1.5
C 2.869 4.071 1.093 -0.9 0.8 -1.2
C 2.149 2.922 0.399 0.7 -0.3 -1.4
N 4.221 4.124 0.555 0.8 0.0 -0.1
H 4.133 4.802 4.989 -0.7 0.0 0.0
H 2.346 5.001 4.883 -0.6 -0.2 0.1
H 3.471 6.396 4.817 -0.4 -0.3 -0.7
H 3.398 3.073 2.951 0.0 0.8 -0.4
H 1.829 3.870 2.993 0.4 0.2 -0.6
H 2.284 4.996 0.843 0.4 -0.4 0.1
H 2.171 3.185 -0.689 0.0 -0.2 0.6
H 1.075 2.815 0.582 0.3 0.0 0.6
H 2.739 1.965 0.445 -0.9 0.8 0.3
H 4.314 3.801 -0.409 -0.4 0.2 0.5
H 4.692 5.022 0.627 -0.4 -0.2 0.2
C -5.798 -0.327 3.387 0.6 0.1 1.7
O -5.235 0.604 2.510 1.6 -0.3 -0.5
C -3.772 0.621 2.535 -1.1 -0.4 -0.8
C -3.238 1.280 1.272 0.9 -0.4 -0.1
C -3.469 0.311 0.068 -0.4 2.6 0.2
N -1.753 1.437 1.391 -1.3 1.1 0.4
H -5.704 0.038 4.478 -0.4 -0.5 -1.4
H -5.278 -1.294 3.361 0.0 0.0 -0.2
H -6.833 -0.505 3.104 -0.1 0.2 0.1
H -3.433 1.118 3.412 0.2 0.8 1.0
H -3.283 -0.375 2.569 -0.8 0.0 0.0
H -3.633 2.314 1.168 -0.2 -0.9 -0.3
H -2.907 0.781 -0.758 -0.6 -0.5 -0.1
H -4.543 0.181 -0.121 0.4 0.1 -0.2
H -3.031 -0.625 0.299 0.5 -1.0 0.2
H -1.329 0.533 1.359 0.5 -0.7 0.1
H -1.549 1.882 2.292 0.1 -0.3 -0.4
C 0.021 -5.599 5.347 0.1 0.3 0.5
O -0.649 -4.789 4.406 -0.2 0.4 0.0
C -0.304 -5.025 3.063 -0.1 -0.7 -0.6
C -0.738 -3.893 2.129 -1.0 1.2 1.2
C -2.255 -3.790 1.932 0.8 1.0 1.3
N -0.099 -3.865 0.847 0.8 0.0 -0.6
H 1.044 -5.250 5.521 0.1 0.0 -0.3
H 0.062 -6.648 5.048 -0.2 -0.1 0.0
H -0.485 -5.495 6.324 0.0 -0.1 -0.6
H 0.775 -5.084 2.902 0.3 -0.3 0.4
H -0.767 -5.992 2.755 0.3 0.3 -0.1
H -0.422 -2.952 2.622 -0.1 -0.4 0.0
H -2.692 -4.680 1.573 -0.4 -1.1 -0.9
H -2.479 -2.921 1.322 -0.1 -0.1 -0.3
H -2.716 -3.629 2.903 -0.1 0.1 0.2
H -0.366 -4.655 0.285 0.1 -0.3 -0.3
H 0.918 -3.829 0.930 -0.3 -0.1 -0.1
C 4.941 1.646 -2.069 0.5 0.0 1.3
C 5.023 1.020 -0.642 0.9 -0.5 -1.4
O 3.845 0.243 -0.435 0.3 1.0 -1.0
H 5.896 2.125 -2.328 -0.1 -0.4 -0.1
H 4.220 2.448 -2.109 -0.6 0.1 0.0
H 4.658 0.870 -2.769 0.1 0.0 -0.2
H 5.179 1.786 0.108 -0.3 0.3 0.3
H 5.975 0.424 -0.630 -0.9 0.0 0.1
H 3.968 -0.487 0.167 0.3 -0.4 0.7
C 3.206 -1.607 -3.860 -1.3 0.7 -0.8
C 2.094 -2.162 -4.771 0.6 0.7 0.3
O 1.113 -1.161 -4.944 -0.4 0.8 0.6
H 2.767 -1.341 -2.897 0.1 -0.3 0.2
H 3.486 -0.633 -4.298 0.4 -0.5 0.0
H 4.027 -2.281 -3.743 0.6 -0.3 0.1
H 1.655 -3.068 -4.394 -0.3 -0.5 0.5
H 2.435 -2.402 -5.767 0.5 0.0 -0.3
H 1.171 -0.567 -4.166 -0.3 -0.5 -0.7
C 0.297 -0.200 -1.781 0.9 1.7 0.8
C 0.666 -0.050 -0.306 -0.1 -0.8 0.2
O -0.103 -0.785 0.650 -0.6 -1.3 -0.4
H 0.283 -1.190 -2.156 0.3 -1.2 -0.2
H 1.038 0.443 -2.313 -0.4 -0.6 0.1
H -0.653 0.224 -1.980 -1.1 0.4 -0.1
H 0.559 0.964 0.044 -0.1 0.3 -0.3
H 1.701 -0.320 -0.181 0.4 -0.1 0.0
H -0.264 -1.727 0.379 0.5 0.9 0.2
C 2.530 -0.544 3.391 -0.8 0.9 -0.3
C 3.833 -0.257 2.747 1.7 -1.6 0.4
O 4.057 -1.310 1.756 0.0 0.1 -0.1
H 2.293 0.246 4.095 -0.1 0.2 0.3
H 2.569 -1.471 3.906 -0.1 -0.9 0.5
H 1.717 -0.556 2.659 0.1 -0.1 0.0
H 4.672 -0.369 3.489 -0.8 0.5 -0.6
H 3.858 0.712 2.280 0.1 0.4 -0.3
H 4.967 -1.628 1.776 -0.2 0.2 0.2
```
Positions in Å, forces in eV/Å.

## Properties
2S+1: 1
Orbital gap (eV): 9.103
DFT total energy (eV): -48327.230
Energy relative to the best compared isomer or geometry (same formula, charge and spin) (eV): 1.898
HOMO energy (eV): -8.730
LUMO level (eV): 0.374
SMILES string: COC[C@H](C)N.COC[C@H](C)N.COC[C@H](C)N.COC[C@H](C)N.CCO.CCO.CCO.CCO